Record 1
The following is a quantum chemistry calculation of C25H22ClN5PdS2Se2 as an isolated structure, from the OMol25 dataset.

Structure (XYZ):
```
58
C25H22ClN5PdS2Se2, DFT wB97M-V/def2-TZVPD
Pd -0.348 0.154 -0.678
C -2.265 -3.709 3.194
S -0.513 -3.286 3.139
C -0.498 -1.783 2.259
S -1.964 -1.189 1.544
N 0.630 -1.176 2.140
N 0.546 -0.029 1.353
C 0.854 1.068 1.927
C 0.838 2.308 1.148
C 1.233 3.514 1.702
C 1.228 4.649 0.900
C 0.836 4.530 -0.422
C 0.453 3.283 -0.897
N 0.451 2.197 -0.135
H -2.287 -4.681 3.686
H -2.691 -3.821 2.199
H -2.833 -3.003 3.795
H 1.157 1.078 2.969
H 1.544 3.561 2.737
H 1.531 5.605 1.303
H 0.829 5.383 -1.087
H 0.154 3.155 -1.931
Se -3.014 -1.140 -2.854
Se -1.649 0.745 -3.067
C -2.522 1.770 -1.684
C -3.327 2.861 -1.940
C -3.882 3.522 -0.849
C -3.616 3.062 0.429
C -2.788 1.961 0.590
N -2.250 1.331 -0.454
C -1.763 -2.359 -2.061
C -2.005 -3.706 -2.305
C -1.193 -4.649 -1.702
C -0.144 -4.217 -0.902
C 0.041 -2.861 -0.735
N -0.759 -1.938 -1.298
H -3.526 3.174 -2.955
H -4.523 4.380 -1.003
H -4.041 3.544 1.298
H -2.549 1.567 1.569
H -2.809 -4.006 -2.965
H -1.367 -5.703 -1.869
H 0.525 -4.912 -0.416
H 0.845 -2.480 -0.122
Cl 5.449 -1.396 2.372
C 4.452 -0.992 1.041
C 3.951 -2.007 0.217
C 3.143 -1.684 -0.841
C 2.783 -0.330 -1.118
C 1.918 0.001 -2.161
C 3.359 0.676 -0.285
C 4.169 0.352 0.771
H 4.228 -3.033 0.417
H 2.787 -2.461 -1.506
H 1.601 -0.749 -2.876
H 1.816 1.038 -2.457
H 3.162 1.716 -0.515
H 4.614 1.118 1.393
```

Properties
**Charge**: +2
**2S+1**: 5
**Electronic energy**: -202080.69440 eV
**Frontier orbital gap (spin up / spin down)**: 6.0717 / 5.9171 eV
**E_HOMO (spin up / spin down)**: -0.45631 / -0.52244 Ha

These are the natural (NBO) partial charges, in e, on atoms 1 to 8: 1.10 -0.77 0.40 -0.15 0.23 -0.35 -0.30 0.12

---

Record 2
The following is a quantum chemistry calculation of C25H22F12NO2ReS4 as an isolated structure, from the OMol25 dataset.

Structure (XYZ):
```
67
C25H22F12NO2ReS4, DFT wB97M-V/def2-TZVPD
Re -0.169 -0.890 -0.780
C 4.839 3.861 0.617
C 3.552 3.084 0.446
C 2.382 3.470 1.080
C 1.219 2.749 0.914
C 1.181 1.616 0.102
N -0.033 0.875 -0.046
C -1.233 1.402 0.583
C -1.700 2.652 0.196
C -2.765 3.239 0.847
C -3.358 2.602 1.934
C -4.506 3.242 2.689
C -2.898 1.341 2.285
C -1.873 0.689 1.591
C -1.486 -0.771 1.944
O -0.586 -1.429 1.094
C -2.790 -1.645 1.917
F -3.765 -1.257 2.746
F -2.498 -2.917 2.220
F -3.296 -1.604 0.661
C -0.839 -0.823 3.356
F -1.754 -0.603 4.323
F -0.262 -2.005 3.588
F 0.103 0.130 3.432
C 2.376 1.148 -0.458
C 3.528 1.910 -0.295
C 2.360 -0.247 -1.073
O 1.726 -1.129 -0.147
C 1.319 -0.325 -2.176
F 1.124 0.860 -2.829
F -1.323 -0.784 -2.197
F 1.579 -1.247 -3.173
C 3.771 -0.704 -1.452
F 3.825 -1.961 -1.903
F 4.585 -0.653 -0.377
F 4.252 0.105 -2.415
H 4.647 4.876 0.975
H 5.390 3.924 -0.325
H 5.495 3.370 1.345
H 2.377 4.344 1.725
H 0.332 3.065 1.444
H -1.191 3.169 -0.613
H -3.123 4.217 0.524
H -4.419 4.331 2.694
H -4.543 2.894 3.724
H -5.466 2.992 2.225
H -3.365 0.855 3.128
H 4.453 1.593 -0.758
S -2.084 2.193 -3.165
S -2.131 2.919 -4.927
S -1.978 1.323 -6.304
S -1.791 -0.257 -5.271
C 1.545 -4.318 -2.200
C 0.516 -3.924 -1.176
C 0.853 -4.195 0.261
C -1.981 -3.583 -0.830
C -0.671 -3.456 -1.592
H 2.144 -5.152 -1.825
H 2.218 -3.503 -2.417
H 1.070 -4.616 -3.138
H 1.143 -5.244 0.380
H 0.043 -3.962 0.957
H 1.717 -3.582 0.537
H -2.414 -4.566 -1.052
H -2.712 -2.845 -1.152
H -1.867 -3.516 0.245
H -0.795 -3.325 -2.665
```

Properties
**Charge**: 0
**2S+1**: 1
**Electronic energy**: -109948.42027 eV
**Frontier orbital gap (spin up / spin down)**: 5.8955 / 5.9063 eV
**E_HOMO (spin up / spin down)**: -0.30451 / -0.30492 Ha

These are the natural (NBO) partial charges, in e, on atoms 1 to 8: 1.75 -0.63 0.00 -0.19 -0.23 0.21 -0.45 0.06

---

Record 3
The following is a quantum chemistry calculation of C25H22FN2O10S2 as an isolated structure, from the OMol25 dataset.

Structure (XYZ):
```
62
C25H22FN2O10S2, DFT wB97M-V/def2-TZVPD
C -3.436 0.425 -0.611
C -4.185 -0.807 -1.051
C -5.620 -0.501 -1.475
O -3.539 -1.413 -2.210
C -2.516 -2.265 -2.054
O -2.024 -2.815 -3.018
C -2.001 -2.483 -0.629
C -1.192 -3.774 -0.506
C 0.291 -3.638 -0.690
C 1.158 -4.083 0.328
C 2.534 -3.992 0.181
C 3.067 -3.449 -1.008
N 4.479 -3.378 -1.200
O 4.920 -2.880 -2.265
O 5.231 -3.800 -0.291
C 2.211 -3.030 -2.046
C 0.837 -3.145 -1.888
C -3.218 -2.558 0.306
O -3.229 -3.278 1.278
O -4.284 -1.791 0.007
H -2.424 0.187 -0.284
H -3.386 1.127 -1.449
H -3.970 0.908 0.216
H -6.110 -1.420 -1.811
H -6.164 -0.095 -0.615
H -5.609 0.224 -2.293
H -1.394 -4.155 0.496
H -1.598 -4.474 -1.243
H 0.718 -4.493 1.239
H 3.207 -4.335 0.966
H 2.637 -2.629 -2.962
H 0.159 -2.868 -2.694
C -2.969 4.953 0.728
C -1.664 5.438 0.910
C -0.684 4.623 1.498
C -1.032 3.331 1.892
S 0.097 2.317 2.848
N 1.387 2.295 1.858
F -1.185 -1.430 -0.271
S 2.112 0.832 1.846
C 3.483 1.380 0.830
C 4.254 0.365 0.254
C 5.310 0.704 -0.589
C 5.609 2.053 -0.818
C 4.827 3.061 -0.239
C 3.751 2.722 0.598
O 2.630 0.452 3.143
O 1.439 -0.144 1.023
O 0.412 3.038 4.050
O -0.569 1.034 2.900
C -2.318 2.824 1.676
C -3.286 3.637 1.084
H -3.741 5.603 0.316
H -1.417 6.456 0.605
H 0.338 4.971 1.646
H 4.008 -0.674 0.464
H 5.890 -0.096 -1.048
H 6.456 2.314 -1.450
H 5.042 4.117 -0.425
H 3.108 3.470 1.056
H -2.546 1.800 1.968
H -4.290 3.235 0.921
```

Properties
**Charge**: -1
**2S+1**: 1
**Electronic energy**: -74123.68362 eV
**Frontier orbital gap**: 6.7972 eV
**E_HOMO**: -0.20270 Ha

These are the natural (NBO) partial charges, in e, on atoms 1 to 8: -0.68 0.55 -0.63 -0.50 0.77 -0.55 0.15 -0.46

---

Record 4
The following is a quantum chemistry calculation of C25H22IMoN2OPSe as an isolated structure, from the OMol25 dataset.

Structure (XYZ):
```
54
C25H22IMoN2OPSe, DFT wB97M-V/def2-TZVPD
Mo -0.842 0.958 -1.016
O -2.779 -1.190 -1.360
N -1.507 -1.162 -0.802
C -1.059 -2.287 -0.389
C 0.260 -2.614 0.139
C 0.516 -3.983 0.223
C 1.758 -4.446 0.626
C 2.750 -3.536 0.950
C 2.494 -2.170 0.891
C 1.252 -1.694 0.491
P 1.034 0.107 0.433
C 1.620 0.741 1.997
C 2.166 2.022 2.090
C 2.604 2.494 3.316
C 2.484 1.701 4.450
C 1.918 0.437 4.363
C 1.485 -0.048 3.140
C 2.102 0.525 -0.968
C 3.445 0.863 -0.954
C 4.093 1.128 -2.158
C 3.405 1.103 -3.365
C 2.049 0.799 -3.396
C 1.422 0.503 -2.197
H -3.070 -2.115 -1.423
H -1.733 -3.139 -0.481
H -0.261 -4.690 -0.040
H 1.948 -5.509 0.685
H 3.727 -3.883 1.257
H 3.275 -1.474 1.173
H 2.260 2.648 1.215
H 3.040 3.481 3.386
H 2.831 2.072 5.406
H 1.814 -0.174 5.249
H 1.042 -1.035 3.085
H 3.985 0.928 -0.017
H 5.149 1.363 -2.152
H 3.927 1.317 -4.288
H 1.506 0.777 -4.331
H 0.408 0.065 -2.290
I 1.592 3.999 -1.185
C -0.056 2.866 -0.706
H -0.683 3.466 -0.050
H -0.584 2.706 -1.737
Se -3.024 1.883 -0.921
C -4.699 0.970 -0.866
C -5.643 1.389 -1.783
C -6.896 0.788 -1.713
N -7.232 -0.139 -0.818
C -6.296 -0.502 0.063
C -5.010 0.015 0.087
H -5.433 2.146 -2.526
H -7.669 1.079 -2.415
H -6.590 -1.246 0.794
H -4.300 -0.304 0.835
```

Properties
**Charge**: +2
**2S+1**: 3
**Electronic energy**: -115881.70214 eV
**Frontier orbital gap (spin up / spin down)**: 6.3261 / 6.4072 eV
**E_HOMO (spin up / spin down)**: -0.52694 / -0.53165 Ha

These are the natural (NBO) partial charges, in e, on atoms 1 to 8: 0.59 -0.51 -0.18 0.14 -0.06 -0.15 -0.17 -0.15

---

- What is the formula in the third record?
  C25H22FN2O10S2